Computed, not measured: a molecular structure, C20H40HgO3SSi, with ωB97M-V with the def2-TZVPD basis set.

ORCA input file:
```
! wB97M-V def2-TZVPD RIJCOSX def2/J DEFGRID3
* xyz 0 1
C 0.04 0.36 -1.36
C 1.42 0.42 -4.33
C -0.25 1.49 -2.39
H 0.56 0.84 -0.52
C 0.47 1.16 -5.12
H 2.42 0.27 -4.77
H -0.54 2.39 -1.82
H 0.72 1.38 -6.15
C -1.38 1.09 -3.35
H -2.17 1.85 -3.24
H -1.87 0.14 -3.06
C 1.01 -0.68 -1.96
H 0.75 -1.66 -1.53
H 2.02 -0.44 -1.59
C 1.00 -0.79 -3.50
H 0.01 -1.17 -3.82
H 1.74 -1.58 -3.73
C -1.02 1.00 -4.85
H -1.41 0.05 -5.27
H -1.57 1.81 -5.37
Hg 1.36 2.49 -3.62
H -0.80 -0.18 -0.86
C 3.28 0.94 0.98
C 2.50 -0.06 1.84
C 3.04 -1.47 1.61
C 2.62 0.31 3.31
O 1.13 0.00 1.40
Si -0.26 -0.59 2.13
S -1.60 -1.18 0.80
O 0.25 -1.81 3.16
C -0.42 -2.35 4.30
C -1.88 -2.68 3.98
C 0.32 -3.63 4.68
C -0.36 -1.36 5.47
O -0.76 0.62 3.18
C -1.30 1.92 2.89
C -2.69 1.80 2.29
C -1.39 2.66 4.22
C -0.38 2.69 1.95
H 4.34 0.91 1.25
H 2.91 1.96 1.15
H 3.18 0.71 -0.08
H 4.11 -1.49 1.86
H 2.52 -2.19 2.25
H 2.93 -1.76 0.56
H 2.19 1.30 3.50
H 2.10 -0.43 3.94
H 3.68 0.32 3.60
H -1.94 -3.32 3.09
H -2.32 -3.21 4.83
H -2.46 -1.77 3.80
H 1.36 -3.42 4.93
H -0.16 -4.09 5.56
H 0.29 -4.35 3.85
H 0.69 -1.11 5.70
H -0.90 -0.44 5.23
H -0.81 -1.82 6.36
H -3.37 1.31 3.01
H -3.08 2.80 2.08
H -2.69 1.20 1.37
H -0.40 2.76 4.68
H -1.80 3.66 4.06
H -2.05 2.13 4.92
H 0.64 2.73 2.34
H -0.38 2.27 0.94
H -0.75 3.73 1.88
*
```

Results
Calculated total energy   -1852.8317 hartree
Frontier orbital gap (alpha / beta)   4.1755 / 6.5667 eV